Here is a molecular structure, C30H35N4P2SZr from the OMol25 dataset. Energies are from wB97M-V/def2-TZVPD.

Positions of all 73 atoms, in Å:
Zr -0.890 -0.567 -1.306
C 1.890 1.815 1.827
N 1.306 0.833 0.964
P 1.677 0.108 -0.569
C 2.766 -1.357 -0.277
C 2.894 -2.327 -1.262
C 3.711 -3.467 -1.052
C 4.350 -3.659 0.234
C 4.237 -2.618 1.196
C 3.442 -1.475 0.946
C 2.744 1.421 -1.278
C 2.266 2.762 -1.274
C 2.960 3.805 -1.881
C 4.028 3.558 -2.708
C 4.416 2.214 -2.794
C 3.887 1.198 -1.981
P -0.370 0.535 1.181
C -0.444 -0.590 2.684
C -0.593 -0.117 3.952
C -0.520 -1.054 5.037
C -0.484 -2.405 4.766
C -0.394 -2.903 3.484
C -0.307 -1.959 2.428
C -1.240 1.996 1.575
C -2.303 1.892 2.547
C -2.867 3.048 3.056
C -2.497 4.306 2.629
C -1.501 4.403 1.633
C -0.855 3.290 1.165
H 2.718 1.367 2.397
H 1.161 2.045 2.603
H 2.178 2.737 1.330
H 2.374 -2.232 -2.242
H 3.946 -4.212 -1.858
H 4.937 -4.573 0.403
H 4.682 -2.732 2.159
H 3.456 -0.597 1.556
H 1.329 3.010 -0.845
H 2.530 4.788 -1.652
H 4.564 4.321 -3.331
H 5.326 1.935 -3.392
H 4.282 0.186 -2.088
H -0.559 0.936 4.117
H -0.532 -0.755 6.079
H -0.641 -3.076 5.628
H -0.140 -3.977 3.332
H -0.229 -2.232 1.346
H -2.593 0.889 2.780
H -3.709 3.021 3.746
H -2.813 5.239 3.102
H -1.215 5.347 1.234
H -0.031 3.310 0.455
N -2.913 -1.287 -0.389
C -3.940 -2.076 -1.184
C -4.530 -1.190 -2.264
C -3.793 -1.127 -3.595
C -2.918 0.133 -3.936
N -1.470 -0.084 -3.428
H -2.658 -1.849 0.456
H -3.316 -0.381 -0.092
H -4.717 -2.360 -0.435
H -3.431 -2.976 -1.555
H -4.522 -0.190 -1.850
H -5.589 -1.441 -2.400
H -4.578 -1.137 -4.411
H -3.212 -2.046 -3.788
H -3.253 1.022 -3.359
H -2.879 0.410 -4.986
H -0.928 0.744 -3.731
H -1.140 -0.861 -3.993
S -1.246 -4.713 -3.070
C -0.813 -3.546 -2.146
N -0.486 -2.478 -1.620

As for the energy above the lowest of the compared OMol25 structures with the same formula, charge and spin: 0.0 kJ/mol. The value obtained for the total energy is -2510.22247 a.u. Its total charge is +3.

Here is a molecular structure, C28H28BCl72N3O5P from the OMol25 dataset. Energies are from wB97M-V/def2-TZVPD.

Positions of all 138 atoms, in Å:
C -3.530 4.005 -0.730
C -2.626 5.155 -1.539
O -2.378 4.590 -2.879
P -0.774 3.830 -2.936
O -0.512 3.153 -1.533
C 0.456 5.322 -3.180
C 1.996 4.839 -2.968
N 2.761 5.486 -1.843
C 2.610 6.978 -1.705
N 2.838 7.792 -2.948
C 2.454 4.689 -0.581
N 1.231 5.121 0.176
C 1.533 5.845 1.465
B 4.252 5.176 -2.132
O 5.347 6.159 -2.044
O 4.655 3.768 -2.480
C 5.468 3.232 -1.342
O -0.812 2.740 -4.292
C 0.026 1.550 -4.084
C -0.645 0.377 -3.155
H -4.613 4.378 -0.489
H -3.603 3.047 -1.439
H -2.913 3.676 0.208
H -1.652 5.460 -0.956
H -3.302 6.127 -1.578
H 0.299 5.680 -4.287
H 0.066 6.156 -2.462
H 2.046 3.649 -2.906
H 2.582 5.110 -3.973
H 1.534 7.291 -1.295
H 3.367 7.397 -0.882
H 2.276 7.488 -3.769
H 3.840 7.966 -3.169
H 2.447 3.511 -0.766
H 3.390 4.873 0.139
H 0.507 5.589 -0.407
H 1.918 5.017 2.234
H 0.485 6.205 1.906
H 2.306 6.720 1.382
H 5.732 6.229 -1.120
H 4.761 2.970 -0.418
H 6.014 2.235 -1.695
H 6.294 3.975 -0.973
H 0.188 1.064 -5.162
H 1.093 1.837 -3.690
H -1.740 0.614 -2.785
H -0.562 -0.698 -3.638
H 0.015 0.320 -2.161
C -1.529 -2.725 -0.223
Cl -3.291 -2.983 -0.178
Cl -0.852 -3.503 -1.676
Cl -1.185 -0.977 -0.270
Cl -0.787 -3.437 1.232
C 0.238 -1.105 4.378
Cl -0.979 -2.034 5.289
Cl 1.669 -2.125 4.087
Cl -0.452 -0.592 2.818
Cl 0.714 0.332 5.318
C 0.552 -7.325 0.738
Cl -0.698 -8.275 1.580
Cl -0.226 -6.057 -0.243
Cl 1.631 -6.568 1.938
Cl 1.501 -8.397 -0.321
C 1.198 -2.504 -6.037
Cl 0.063 -3.030 -4.769
Cl 2.497 -1.529 -5.304
Cl 1.905 -3.933 -6.832
Cl 0.328 -1.523 -7.243
C -6.971 5.581 -2.405
Cl -6.787 3.811 -2.322
Cl -5.675 6.267 -3.418
Cl -8.555 5.981 -3.117
Cl -6.867 6.267 -0.764
C -6.560 -5.712 0.567
Cl -7.165 -6.660 -0.815
Cl -6.419 -4.000 0.096
Cl -7.696 -5.861 1.932
Cl -4.961 -6.328 1.055
C -2.701 -3.117 9.092
Cl -3.918 -4.046 10.003
Cl -1.270 -4.137 8.801
Cl -3.392 -2.604 7.532
Cl -2.225 -1.680 10.032
C -5.307 2.596 2.951
Cl -6.524 1.667 3.862
Cl -3.876 1.576 2.660
Cl -5.998 3.109 1.391
Cl -4.831 4.033 3.891
C 5.183 -3.090 6.319
Cl 4.954 -3.624 4.635
Cl 6.097 -1.561 6.338
Cl 3.594 -2.841 7.085
Cl 6.088 -4.334 7.219
C -2.159 7.788 -5.668
Cl -2.777 8.854 -6.955
Cl -1.000 8.688 -4.658
Cl -3.517 7.227 -4.659
Cl -1.344 6.384 -6.401
C -1.506 -8.207 8.858
Cl 0.179 -8.082 9.424
Cl -2.187 -9.773 9.366
Cl -2.469 -6.884 9.562
Cl -1.545 -8.091 7.081
C -3.194 -1.591 13.980
Cl -3.799 -2.539 12.598
Cl -3.053 0.122 13.509
Cl -4.330 -1.740 15.345
Cl -1.595 -2.207 14.468
C 7.921 -8.073 6.172
Cl 6.671 -9.024 7.013
Cl 7.143 -6.806 5.190
Cl 9.000 -7.316 7.371
Cl 8.871 -9.146 5.112
C 0.698 -7.965 -4.450
Cl 0.328 -6.266 -4.065
Cl 2.465 -8.185 -4.526
Cl 0.022 -9.022 -3.186
Cl -0.021 -8.387 -6.025
C 3.849 -0.318 -8.797
Cl 5.534 -0.192 -8.231
Cl 3.167 -1.883 -8.289
Cl 2.886 1.006 -8.093
Cl 3.809 -0.201 -10.574
C -1.929 -3.471 -10.328
Cl -1.732 -4.584 -11.705
Cl -1.654 -1.797 -10.874
Cl -3.581 -3.619 -9.676
Cl -0.750 -3.883 -9.058
C 6.651 2.039 8.273
Cl 4.888 1.782 8.319
Cl 7.327 1.262 6.820
Cl 6.994 3.787 8.227
Cl 7.393 1.327 9.728
C -5.859 -5.543 -6.443
Cl -4.332 -6.379 -6.822
Cl -7.206 -6.360 -7.274
Cl -6.136 -5.582 -4.683
Cl -5.761 -3.850 -6.992

The value obtained for the total energy is -35123.59710 a.u. Its total charge is +1.

Here is a molecular structure, C16H21Cl2Ge2Tl from the OMol25 dataset. Energies are from wB97M-V/def2-TZVPD.

Positions of all 42 atoms, in Å:
Tl 3.202 0.061 -1.487
Cl 5.895 0.000 0.277
C 5.083 -0.010 1.849
Cl 3.323 -0.022 1.589
H 5.347 0.893 2.397
H 5.362 -0.910 2.394
C 0.299 1.967 -3.140
Ge -0.561 0.292 -2.451
C 0.278 -1.159 -3.555
C -2.537 0.336 -2.784
Ge 0.286 -0.011 -0.065
C -0.441 1.464 1.061
C -1.228 2.474 0.514
C -1.636 3.546 1.287
C -1.243 3.637 2.612
C -0.472 2.630 3.170
C -0.071 1.559 2.397
C -0.429 -1.732 0.641
C -0.049 -2.171 1.903
C -0.451 -3.404 2.377
C -1.232 -4.228 1.583
C -1.631 -3.798 0.329
C -1.221 -2.564 -0.144
H 0.053 2.085 -4.192
H 1.386 1.920 -3.049
H -0.042 2.854 -2.615
H 0.016 -1.002 -4.597
H -0.063 -2.150 -3.269
H 1.367 -1.142 -3.477
H -2.701 0.475 -3.848
H -3.008 1.153 -2.246
H -3.008 -0.593 -2.475
H -1.538 2.411 -0.522
H -2.258 4.319 0.861
H -1.534 4.484 3.213
H -0.180 2.683 4.208
H 0.537 0.779 2.833
H 0.569 -1.533 2.520
H -0.151 -3.725 3.362
H -1.527 -5.200 1.949
H -2.257 -4.433 -0.280
H -1.534 -2.235 -1.127

As for the energy above the lowest of the compared OMol25 structures with the same formula, charge and spin: 49.0 kJ/mol. The value obtained for the total energy is -5868.71564 a.u. Its total charge is +1. The multiplicity is 2.

Question: The highest total charge belongs to which entry?
Answer: C30H35N4P2SZr